DFT (ωB97M-V/def2-TZVPD) results for a structure of composition C9H15F9IO4PS.

Values from the calculation:
Electronic energy, Ha: -2588.95842
F_max, eV/Å: 0.39
Frontier orbital gap, eV: 8.739

Atoms and positions in Å:
C -2.50 -2.73 6.05
C -1.86 -1.84 4.99
C -2.84 -1.50 3.90
O -2.12 -0.94 2.77
P -2.83 -0.84 1.36
O -4.26 -0.59 1.37
O -2.45 -2.20 0.59
I -1.28 -3.64 1.28
O -1.98 0.27 0.63
C -0.57 0.15 0.38
C -0.19 1.14 -0.71
C -0.34 0.59 -2.14
C 0.96 0.56 -2.94
C 1.40 1.92 -3.46
F 1.29 2.00 -4.80
F 0.62 2.91 -2.96
C 2.85 2.36 -3.05
F 2.98 2.14 -1.72
F 3.01 3.67 -3.27
S 4.31 1.48 -3.93
F 3.36 0.27 -4.36
F 3.94 2.26 -5.26
F 5.29 2.64 -3.50
F 4.70 0.67 -2.63
F 5.49 0.79 -4.69
H -3.29 -2.21 6.60
H -1.76 -3.06 6.78
H -2.95 -3.62 5.60
H -1.00 -2.34 4.54
H -1.50 -0.92 5.45
H -3.40 -2.38 3.57
H -3.57 -0.75 4.22
H -0.03 0.35 1.31
H -0.35 -0.87 0.07
H 0.84 1.45 -0.53
H -0.81 2.03 -0.58
H -1.10 1.15 -2.68
H -0.70 -0.44 -2.09
H 0.85 -0.08 -3.82
H 1.76 0.13 -2.34

=====

DFT (ωB97M-V/def2-TZVPD) results for a structure of composition C9H15FILiO5P.

Values from the calculation:
Net charge: +1
Electronic energy, Ha: -1474.44004
F_max, eV/Å: 0.84
Frontier orbital gap, eV: 7.361

Atoms and positions in Å:
C -1.30 -2.79 -0.03
C -0.50 -2.01 -1.08
C 0.98 -1.90 -0.74
F 1.74 -2.00 -1.89
C 1.43 -0.62 -0.01
O 2.73 -0.19 -0.48
C 2.92 0.96 0.13
O 4.02 1.39 0.43
O 1.79 1.60 0.39
C 0.64 0.71 -0.03
C -0.43 0.81 1.05
C -1.90 0.90 0.59
C -2.87 0.18 1.55
I -4.48 1.39 2.20
P 0.13 1.40 -1.76
O 1.60 1.80 -2.35
O -0.42 2.84 -1.22
H -1.58 -2.17 0.83
H -2.21 -3.19 -0.47
H -0.72 -3.64 0.34
H -0.53 -2.55 -2.02
H -0.95 -1.04 -1.27
H 1.25 -2.74 -0.10
H 1.58 -0.85 1.05
H -0.31 -0.03 1.75
H -0.20 1.72 1.62
H -2.04 0.50 -0.42
H -2.18 1.95 0.54
H -3.31 -0.70 1.09
H -2.36 -0.15 2.46
H 1.89 2.68 -2.07
H 0.00 3.19 -0.43
Li 5.55 2.36 0.72

=====

DFT (ωB97M-V/def2-TZVPD) results for a structure of composition C9H15HoO5 in a non-equilibrium geometry.

Values from the calculation:
Net charge: +1
Electronic energy, Ha: -1675.86494
Multiplicity: 6
F_max, eV/Å: 3.29
Frontier orbital gap (alpha / beta), eV: 5.332 / 7.082

Atoms and positions in Å:
C -1.21 -2.35 0.55
O -0.02 -1.61 0.72
C 1.09 -2.05 -0.04
C 2.29 -1.39 0.60
O 1.95 -0.02 0.74
C 2.92 0.89 1.15
C 2.22 2.18 1.42
O 1.04 2.34 1.16
H -1.48 -2.39 -0.52
H -1.07 -3.38 0.93
H -2.00 -1.82 1.09
H 1.17 -3.15 -0.07
H 2.47 -1.78 1.61
H 3.18 -1.53 -0.03
H 3.41 0.54 2.08
H 2.86 3.05 1.68
H 3.70 1.05 0.39
O -2.21 1.39 1.12
C -3.30 1.38 0.24
C -2.94 0.83 -1.11
O -2.36 1.66 -2.05
C -1.15 1.25 -2.59
C -0.19 0.62 -1.90
Ho -0.32 0.72 0.62
H -3.73 2.40 0.11
H -4.10 0.74 0.65
H -2.86 -0.24 -1.31
H -1.07 1.62 -3.62
H 0.77 0.69 -2.42
H 0.94 -1.64 -1.20

=====

DFT (ωB97M-V/def2-TZVPD) results for a structure of composition C9H15IN2O4 in a non-equilibrium geometry.

Values from the calculation:
Electronic energy, Ha: -1060.05896
F_max, eV/Å: 1.34
Frontier orbital gap, eV: 8.860

Atoms and positions in Å:
C 1.42 0.04 1.97
C 1.99 -0.62 0.74
N 2.23 -1.85 0.62
C 2.32 0.21 -0.50
N 2.34 1.66 -0.27
I 3.45 2.63 -1.71
C 1.10 2.31 -0.13
O 0.98 3.46 0.13
O 0.07 1.47 -0.32
C -1.22 2.01 0.04
C -2.33 1.01 -0.29
C -1.96 -0.09 -1.29
C -1.14 -1.24 -0.70
O -1.93 -2.45 -0.81
C -1.47 -3.47 -0.03
O -0.68 -4.27 -0.39
H 0.33 0.12 1.89
H 1.81 1.05 2.12
H 1.66 -0.56 2.85
H 1.98 -2.37 1.47
H 1.66 -0.07 -1.33
H 3.33 -0.09 -0.78
H -1.19 2.24 1.11
H -1.36 2.96 -0.48
H -3.15 1.59 -0.73
H -2.73 0.57 0.62
H -1.43 0.34 -2.14
H -2.89 -0.52 -1.68
H -0.19 -1.39 -1.21
H -0.92 -1.06 0.36
H -2.09 -3.60 0.87

=====

DFT (ωB97M-V/def2-TZVPD) results for the ion C9H15IN3S with charge +1 in a non-equilibrium geometry.

Values from the calculation:
Net charge: +1
Electronic energy, Ha: -1211.72033
F_max, eV/Å: 3.75
Frontier orbital gap, eV: 8.011

Atoms and positions in Å:
C -2.38 2.89 -1.01
C -2.02 1.59 -0.59
C -1.01 1.75 0.35
C -0.26 0.60 0.85
C -2.58 0.27 -0.81
C -0.61 0.54 2.39
C 1.40 -1.71 0.30
C 0.74 -0.44 -1.80
C 0.25 -1.27 -0.56
N -1.51 3.73 -0.43
N -0.73 3.08 0.40
N -0.78 -0.56 0.20
S -2.60 -0.20 -2.48
I -3.92 -0.69 0.51
H -3.18 3.16 -1.67
H 0.76 0.73 0.66
H -0.04 -0.36 2.69
H -1.67 0.43 2.74
H -0.16 1.51 2.83
H 1.27 -2.81 0.52
H 2.29 -1.42 -0.20
H 1.54 -1.14 1.29
H -0.07 0.22 -2.25
H 1.15 -1.25 -2.38
H 1.40 0.31 -1.54
H -0.32 -2.10 -1.10
H 0.10 3.61 0.88
H -1.24 -1.05 0.90
H -2.48 0.98 -2.97

=====

DFT (ωB97M-V/def2-TZVPD) results for an isolated molecule of C9H15IOS in a non-equilibrium geometry.

Values from the calculation:
Electronic energy, Ha: -1122.97789
SMILES: CC(C)[C@@H]1OS[C@@H]2CCC[C@@]21I
F_max, eV/Å: 4.30
Frontier orbital gap, eV: 8.857

Atoms and positions in Å:
C 0.03 2.63 -0.13
C -1.01 1.55 -0.37
C -2.14 1.96 -1.39
C -0.34 0.26 -0.93
O -1.42 -0.67 -0.98
S -0.82 -2.13 -1.55
C 0.79 -2.01 -0.51
C 0.84 -2.81 0.72
C 1.39 -1.84 1.80
C 0.57 -0.58 1.46
C 0.71 -0.41 -0.08
I 2.62 0.63 -0.25
H 0.77 2.86 -0.95
H 0.54 2.42 0.75
H -0.60 3.53 0.01
H -1.59 1.26 0.47
H -1.96 1.94 -2.50
H -2.51 3.03 -1.12
H -2.96 1.30 -1.23
H -0.21 0.54 -2.08
H 1.74 -2.15 -1.20
H 1.45 -3.65 0.62
H -0.18 -3.13 0.99
H 1.30 -2.17 2.84
H 2.51 -1.90 1.74
H -0.46 -0.74 1.84
H 0.94 0.26 2.02

=====

DFT (ωB97M-V/def2-TZVPD) results for a structure of composition C9H15IrOS3Sb in a non-equilibrium geometry.

Values from the calculation:
Net charge: -2
Electronic energy, Ha: -1966.29095
Multiplicity: 2
F_max, eV/Å: 1.12
Frontier orbital gap (alpha / beta), eV: 4.623 / 4.591

Atoms and positions in Å:
Ir -0.18 0.58 0.44
S 3.08 -2.40 3.13
Sb 2.82 -0.43 1.94
S 1.58 -0.93 -0.11
S 0.71 0.63 2.64
C -1.95 3.50 0.16
O -0.68 3.36 -0.46
C 0.09 2.25 -0.23
C 1.50 2.61 -0.67
H -2.62 3.95 -0.57
H -1.83 4.17 1.02
H -2.33 2.54 0.50
H 1.64 3.69 -0.63
H 1.66 2.26 -1.70
H 2.23 2.11 -0.04
C -5.56 1.24 -0.41
C -4.83 -0.05 -0.01
C -5.41 -0.57 1.31
C -5.05 -1.11 -1.10
C -3.39 0.23 0.14
C -2.20 0.45 0.27
H -6.64 1.06 -0.53
H -5.17 1.62 -1.35
H -5.42 2.00 0.36
H -6.49 -0.74 1.22
H -5.23 0.16 2.11
H -4.93 -1.50 1.60
H -6.12 -1.33 -1.22
H -4.53 -2.03 -0.85
H -4.66 -0.76 -2.06

=====

DFT (ωB97M-V/def2-TZVPD) results for a structure of composition C9H15N2O in a non-equilibrium geometry.

Values from the calculation:
Net charge: +1
Electronic energy, Ha: -536.17375
Multiplicity: 3
F_max, eV/Å: 5.50
Frontier orbital gap (alpha / beta), eV: 7.922 / 7.352

Atoms and positions in Å:
C -2.74 1.08 -0.15
C 2.13 2.01 0.08
C -1.28 0.19 -2.00
C -0.20 -0.81 -1.73
C -1.36 1.00 -0.63
C -0.43 0.19 0.39
C -1.32 -0.79 1.17
C 0.21 1.14 1.47
C 1.53 -1.49 -0.04
N -3.81 1.03 0.17
N 0.53 -0.46 -0.54
O 3.15 2.13 0.57
H 1.71 2.13 -0.91
H -1.04 0.82 -2.84
H -2.17 -0.26 -2.11
H -0.77 -1.84 -1.84
H 0.63 -0.88 -2.50
H -0.89 2.10 -0.59
H -2.24 -0.44 1.38
H -0.78 -1.31 1.95
H -1.66 -1.58 0.47
H -0.54 1.74 1.91
H 1.13 1.60 0.93
H 0.69 0.57 2.28
H 2.57 -1.15 -0.08
H 1.45 -1.62 1.00
H 1.18 -2.39 -0.57

=====

DFT (ωB97M-V/def2-TZVPD) results for the ion C9H15N2O2 with charge +1 in a non-equilibrium geometry.

Values from the calculation:
Net charge: +1
Electronic energy, Ha: -611.55029
SMILES: [H]/N=C(/CC)[C@H]([NH3+])C#CC(=O)OCC
F_max, eV/Å: 4.54
Frontier orbital gap, eV: 10.220

Atoms and positions in Å:
H -0.48 -0.60 -1.90
N -1.48 -0.51 -2.12
C -2.22 -0.58 -1.11
C -3.65 -0.64 -1.12
C -4.41 0.19 -0.10
C -1.45 -0.68 0.48
N -1.64 0.73 1.02
C -0.03 -0.85 0.34
C 1.08 -0.78 -0.06
C 2.55 -0.82 0.01
O 3.21 -1.77 0.26
O 2.92 0.44 -0.30
C 4.38 0.52 -0.41
C 5.00 0.90 1.00
H -3.81 -1.71 -0.84
H -4.02 -0.38 -2.11
H -4.27 -0.16 0.93
H -5.48 0.15 -0.28
H -4.10 1.18 -0.18
H -1.88 -1.48 1.07
H -1.47 0.74 2.05
H -2.67 1.02 0.73
H -0.82 1.20 0.64
H 4.82 -0.38 -0.81
H 4.44 1.31 -1.15
H 4.28 0.69 1.76
H 5.91 0.35 1.13
H 5.29 1.95 1.07

=====

DFT (ωB97M-V/def2-TZVPD) results for a cluster of 2 separate species, C9H15N3 in total in a non-equilibrium geometry.

Values from the calculation:
Net charge: +2
Electronic energy, Ha: -515.32195
F_max, eV/Å: 4.77
Frontier orbital gap, eV: 5.893

Atoms and positions in Å:
C 2.77 -2.86 -2.89
C 2.75 -1.49 -2.80
C 2.23 -3.62 -1.88
C 1.99 -0.84 -1.82
C 1.60 -3.02 -0.76
C 1.67 -1.72 -0.91
C -2.03 1.54 0.78
C -0.60 0.73 0.78
C -1.54 3.95 0.57
N -1.79 2.75 0.10
N -0.70 -0.63 0.96
N -1.49 -1.08 2.00
H 3.16 -3.35 -3.78
H 3.34 -0.77 -3.50
H 1.97 -4.67 -1.84
H 2.03 0.29 -1.72
H 0.88 -3.64 -0.25
H -2.89 0.96 0.32
H -2.47 1.52 1.80
H -0.10 0.85 -0.24
H -0.03 1.38 1.37
H -1.16 4.57 -0.19
H -1.57 4.15 1.57
H -1.52 2.58 -0.87
H -1.12 -1.09 2.91
H -1.75 -2.01 1.69
H -2.34 -0.60 2.07

=====

DFT (ωB97M-V/def2-TZVPD) results for a structure of composition C9H15N3O5SV in a non-equilibrium geometry.

Values from the calculation:
Electronic energy, Ha: -2234.69919
Multiplicity: 4
F_max, eV/Å: 1.04
Frontier orbital gap (alpha / beta), eV: 6.879 / 8.369

Atoms and positions in Å:
V -0.78 0.27 0.70
O 2.24 2.34 -0.78
C 1.18 1.91 -0.40
O 1.01 1.06 0.59
C -0.16 2.25 -1.16
O -0.17 2.97 -2.13
O -1.20 1.59 -0.69
C -1.83 -1.16 4.99
N -1.39 -0.58 3.71
C -0.69 -1.44 2.75
C -1.74 0.67 3.42
O -1.52 1.23 2.33
H -1.45 -2.17 5.07
H -2.92 -1.21 5.05
H -1.45 -0.58 5.83
H -0.01 -2.10 3.28
H -0.02 -0.86 2.11
H -1.38 -2.05 2.16
H -2.25 1.21 4.22
C 2.46 -1.07 -1.65
N 1.32 -0.57 -2.41
C 1.52 0.40 -3.50
C 0.08 0.66 -3.99
N -0.72 -0.16 -3.06
C 0.04 -0.77 -2.15
S -0.61 -1.67 -0.82
H 3.13 -1.60 -2.33
H 2.10 -1.75 -0.89
H 2.98 -0.23 -1.19
H 2.15 -0.05 -4.27
H 2.00 1.29 -3.10
H -0.08 0.33 -5.01
H -0.18 1.71 -3.88
H -1.65 0.12 -2.78

=====

DFT (ωB97M-V/def2-TZVPD) results for an isolated molecule of C9H15NO2 in a non-equilibrium geometry.

Values from the calculation:
Electronic energy, Ha: -557.09287
F_max, eV/Å: 1.96
Frontier orbital gap, eV: 7.665

Atoms and positions in Å:
C -1.93 1.92 1.98
C -0.46 1.72 2.23
C -0.26 0.70 -0.03
C -0.72 -0.69 0.21
C -0.27 -2.97 0.55
C 0.34 0.65 -2.46
C 0.88 0.78 -1.05
C 1.88 -0.30 -0.62
C 1.22 -1.67 -0.66
H -2.15 2.54 1.09
H -2.35 2.49 2.83
H -2.48 0.97 1.98
H -1.10 1.32 -0.33
H -1.74 -0.88 0.47
H -0.29 -0.26 -2.54
H -1.22 -3.07 1.07
H 0.39 -3.80 0.45
H 1.16 0.66 -3.22
H -0.43 1.41 -2.70
H 1.37 1.74 -0.91
H 2.77 -0.34 -1.28
H 2.23 -0.07 0.41
H 0.97 -1.91 -1.71
H 1.81 -2.54 -0.36
N 0.02 -1.76 0.13
O 0.08 2.08 3.26
O 0.29 1.27 1.19

=====

DFT (ωB97M-V/def2-TZVPD) results for an isolated molecule of C9H15NO2S in a non-equilibrium geometry.

Values from the calculation:
Electronic energy, Ha: -955.18783
SMILES: CC1(C)CCC=C([C@H](S)[N+](=O)[O-])C1
F_max, eV/Å: 4.77
Frontier orbital gap, eV: 9.760

Atoms and positions in Å:
C -1.70 1.13 -1.10
C -1.37 0.52 0.27
C -2.39 1.12 1.28
C -1.52 -1.07 0.29
C -0.67 -1.79 -0.71
C 0.73 -1.23 -0.61
C 0.98 -0.10 0.03
C 2.69 0.30 0.17
S 3.54 1.31 -0.98
N 3.26 -0.96 0.32
O 3.38 -1.44 1.42
O 3.44 -1.50 -0.75
C 0.12 0.87 0.64
H -1.67 2.19 -1.01
H -2.67 0.72 -1.32
H -1.00 0.66 -1.91
H -3.40 1.24 0.95
H -2.09 2.10 1.48
H -2.44 0.57 2.19
H -2.53 -1.25 0.15
H -1.10 -1.30 1.26
H -1.03 -1.66 -1.74
H -0.66 -2.84 -0.33
H 1.58 -1.82 -1.07
H 2.75 0.87 1.13
H 3.42 0.55 -2.01
H 0.09 0.90 1.71
H 0.28 1.93 0.24

=====

DFT (ωB97M-V/def2-TZVPD) results for a structure of composition C9H15NO2S in a non-equilibrium geometry.

Values from the calculation:
Electronic energy, Ha: -955.22356
F_max, eV/Å: 5.39
Frontier orbital gap, eV: 10.436

Atoms and positions in Å:
C 1.42 -1.15 -1.01
C -0.05 -1.16 -1.67
C 0.65 -1.17 1.37
C 1.42 -0.33 0.33
C -0.85 -1.11 0.86
C -0.83 -0.42 -0.49
C 0.50 0.88 -0.06
C 1.01 1.69 -1.18
C 0.10 1.73 1.09
N -1.82 -0.12 1.47
O -3.54 -0.57 -0.62
O -2.76 1.67 -0.37
S -2.48 0.29 -0.17
H 1.63 -2.16 -0.75
H 2.09 -0.92 -1.75
H -0.05 -0.81 -2.64
H -0.35 -2.21 -1.54
H 0.90 -2.25 1.47
H 0.67 -0.80 2.31
H 2.37 -0.22 0.66
H -1.34 -2.00 0.96
H 1.68 1.07 -1.71
H 1.73 2.46 -0.91
H 0.29 2.21 -1.80
H 0.15 1.12 2.00
H -0.83 2.27 0.94
H 0.79 2.56 1.15
H -2.48 -0.54 2.06

=====

DFT (ωB97M-V/def2-TZVPD) results for a structure of composition C9H15O3S in a non-equilibrium geometry.

Values from the calculation:
Net charge: -1
Electronic energy, Ha: -975.78505
F_max, eV/Å: 3.94
Frontier orbital gap, eV: 7.957

Atoms and positions in Å:
C 1.34 -1.04 1.33
C 1.52 2.69 -0.15
C 0.86 -2.26 -0.89
C 0.48 -1.32 0.01
C 2.12 -3.08 -0.73
C -2.60 1.77 -0.60
C -0.59 -0.19 -0.20
C -2.12 1.45 0.86
C -1.62 -0.02 0.88
O 1.39 -1.92 2.16
O 1.99 0.03 1.43
O 2.32 0.69 -1.33
S 2.57 1.42 -0.12
H 1.20 3.14 0.80
H 0.80 2.45 -0.98
H 0.22 -2.37 -1.81
H 2.04 -4.14 -0.81
H 2.51 -2.99 0.35
H 2.90 -2.78 -1.33
H -2.11 2.46 -1.32
H -3.60 2.10 -0.58
H -2.61 0.75 -1.05
H 0.02 0.68 -0.12
H -1.01 -0.48 -1.18
H -3.00 1.64 1.50
H -1.30 2.10 1.28
H -1.22 -0.19 1.89
H -2.51 -0.60 0.74

=====

DFT (ωB97M-V/def2-TZVPD) results for a structure of composition C9H16AlBr5Cl2CsF7N3NaO2 in a non-equilibrium geometry.

Values from the calculation:
Electronic energy, Ha: -15581.75179
F_max, eV/Å: 3.81
Frontier orbital gap, eV: 1.259

Atoms and positions in Å:
N -1.85 -0.71 -0.88
C -1.03 0.14 -0.33
N -1.17 1.52 -0.32
N 0.14 -0.40 0.26
C 0.77 0.44 1.30
C 1.51 1.64 0.73
C 2.27 2.47 1.73
F 2.97 3.36 1.00
Br 3.69 1.40 2.67
C 1.37 3.27 2.75
F 0.11 2.93 2.61
F 1.77 3.05 4.01
Br 1.47 5.19 2.48
C -0.10 -1.77 0.74
C -0.96 -1.83 1.98
O -0.45 -1.79 3.08
Br -2.80 -1.95 1.89
H -2.06 -0.32 -1.80
H -3.04 -0.60 -0.37
H -1.78 1.99 0.33
H -0.65 2.06 -0.98
H 0.08 0.72 2.10
H 1.51 -0.20 1.78
H 2.24 1.34 -0.01
H 0.85 2.34 0.23
H 0.88 -2.17 1.03
H -0.46 -2.40 -0.07
Br -4.51 -1.22 -0.87
Na 5.93 0.39 2.08
Br -4.49 -3.96 -2.18
Cl -1.19 -4.12 -1.04
C -0.72 -5.57 -1.97
C 0.76 -5.86 -1.86
Cl 1.77 -4.63 -2.67
H -1.03 -5.41 -3.00
H -1.28 -6.40 -1.57
H 0.98 -6.81 -2.33
H 1.07 -5.91 -0.82
F -2.90 4.34 -0.41
Al -2.27 5.22 -1.71
F -3.42 5.47 -2.88
F -0.98 4.28 -2.32
F -1.65 6.68 -1.14
Cs 1.33 -2.97 3.92
O 2.43 1.86 -2.32
H 1.91 2.36 -2.96
H 3.00 2.52 -1.92